# 1
Entry from the Open Molecules 2025 dataset: a molecular structure, C54H71BF5N13OPSSb2TeV in a non-equilibrium geometry (ωB97M-V/def2-TZVPD).

Positions of all 151 atoms, in Å:
Te  1.315  -0.265  -3.157
Sb  -1.104  3.184  0.043
Sb  -1.446  1.240  -2.301
V  1.796  -0.600  -0.539
S  2.381  1.750  -0.432
P  -2.739  -2.177  -0.329
F  2.574  -0.868  -4.455
F  0.551  0.379  -4.887
F  3.133  -0.821  -1.831
F  2.678  1.254  -3.460
F  1.468  -2.276  -2.998
O  0.387  -0.011  -0.483
N  4.726  1.971  -1.663
N  1.615  -1.049  2.276
N  2.473  -0.779  1.283
N  -4.202  -4.566  -0.701
N  -4.683  -3.387  1.358
N  -0.864  -0.671  2.159
N  -0.030  -2.706  3.206
N  4.334  3.459  0.059
N  0.359  -2.630  0.786
N  1.365  -2.524  -0.112
N  -5.490  -2.557  -0.766
N  -1.748  -0.212  1.264
N  -1.297  -3.063  3.496
C  -3.711  1.303  1.259
C  -2.537  0.651  1.902
C  -2.506  5.953  -0.279
C  -0.081  4.042  -2.657
C  2.216  -0.802  3.450
C  -3.465  -2.547  1.373
C  -2.174  -0.646  -4.719
C  1.614  -3.725  -0.629
C  -4.948  5.008  -1.179
C  -0.871  4.598  2.869
C  0.827  -3.408  3.979
C  0.935  2.765  3.915
C  -5.295  -3.870  -1.353
C  4.891  -0.199  1.028
C  -0.983  -1.715  -2.921
C  -1.505  -0.579  -3.506
C  -1.079  -2.937  -3.582
C  3.514  -0.402  3.209
C  -3.498  6.842  -0.661
C  -1.733  -3.012  -4.796
C  3.645  -0.418  1.817
C  -4.317  1.981  -3.284
C  -0.063  -3.914  0.793
C  -2.636  3.062  -4.587
C  4.323  3.685  2.504
C  2.759  -4.097  -1.499
C  0.526  2.660  2.596
C  -2.152  0.760  3.245
C  3.948  2.430  -0.691
C  0.271  4.335  -1.209
C  -4.955  3.434  -5.085
C  0.096  -4.212  4.816
C  -4.720  6.372  -1.115
C  7.196  2.117  -1.430
C  0.438  3.781  4.714
C  0.133  2.569  -3.007
C  -4.448  -4.726  0.680
C  -2.923  -3.946  -0.978
C  -3.951  4.121  -0.809
C  -2.473  -4.566  5.049
C  -2.727  4.587  -0.360
C  -2.976  2.226  -3.533
C  -3.619  3.672  -5.351
C  -0.461  4.696  4.190
C  -5.302  2.575  -4.055
C  3.631  4.037  1.189
C  -1.090  -0.096  3.364
C  -2.285  -1.870  -5.359
C  5.944  2.599  -2.160
C  -0.361  3.588  2.075
C  0.696  -4.638  -0.090
C  -4.397  -1.645  -1.051
C  -5.799  -2.675  0.608
C  -1.243  -3.957  4.472
B  0.233  -1.732  2.056
H  5.360  4.020  2.509
H  -1.599  3.236  -4.836
H  4.744  -0.438  -0.025
H  0.560  4.646  -3.306
H  0.470  -4.875  5.568
H  -6.713  -3.263  0.733
H  -0.508  -0.336  4.228
H  -5.073  -3.763  -2.415
H  -5.720  3.902  -5.685
H  -2.783  -3.921  -2.061
H  0.635  -5.682  -0.317
H  -4.637  0.880  1.645
H  -4.971  -3.554  2.324
H  1.887  -3.303  3.876
H  8.076  2.551  -1.895
H  3.621  5.123  1.056
H  -3.728  2.367  1.494
H  2.604  3.663  1.192
H  1.043  2.231  -2.515
H  5.256  0.824  1.120
H  1.298  4.039  -0.996
H  1.627  2.041  4.321
H  0.254  2.436  -4.084
H  -3.589  -5.198  1.162
H  -4.289  -1.556  -2.136
H  5.244  3.860  -0.131
H  -3.213  -3.797  5.264
H  0.879  1.843  1.974
H  -2.694  -2.989  2.023
H  2.412  -4.407  -2.484
H  -1.117  4.347  -2.850
H  -6.214  -4.453  -1.245
H  3.273  -4.950  -1.054
H  6.016  2.341  -3.218
H  -0.552  -1.664  -1.924
H  -1.588  5.299  2.469
H  -5.343  -5.338  0.832
H  -2.590  1.369  4.006
H  3.464  -3.281  -1.638
H  4.355  1.223  -2.238
H  7.188  2.402  -0.380
H  4.265  -0.153  3.931
H  -2.805  -1.933  -6.303
H  -0.857  5.482  4.816
H  3.805  4.173  3.323
H  -1.560  6.335  0.080
H  5.671  -0.854  1.418
H  -0.828  -4.252  1.463
H  -2.136  -4.573  -0.554
H  4.294  2.611  2.675
H  -1.836  -3.961  -5.300
H  -3.311  7.905  -0.615
H  -3.723  -1.585  1.821
H  -4.126  3.058  -0.891
H  5.847  3.688  -2.092
H  -2.609  0.238  -5.168
H  -0.636  -3.817  -3.141
H  -2.226  -5.087  5.970
H  0.739  3.850  5.749
H  -5.932  -1.688  1.058
H  -3.660  1.162  0.180
H  -4.652  -0.661  -0.654
H  -6.342  2.368  -3.850
H  7.283  1.035  -1.494
H  -3.332  4.333  -6.154
H  0.150  5.397  -0.989
H  -2.911  -5.285  4.353
H  -5.897  4.630  -1.526
H  -4.590  1.312  -2.478
H  1.712  -0.929  4.386
H  -5.490  7.063  -1.421

Computed properties:
multiplicity: 1
LUMO level (alpha / beta): -7.7 / -7.7 eV
HOMO level (alpha / beta): -10.8972 / -10.8967 eV
net charge: +2

Löwdin atomic charge list, values in e, 5 entries:
1. Te 2.006
2. Sb 1.521
3. Sb 1.456
4. V 0.592
5. S 0.857

# 2
Entry from the Open Molecules 2025 dataset: 3 unconnected molecules or ions with the total composition C24H36NO3 in a non-equilibrium geometry (ωB97M-V/def2-TZVPD).

Positions of all 64 atoms, in Å:
O  -1.206  -0.672  1.865
O  5.024  -0.559  -1.903
O  -1.198  -1.924  -1.315
N  3.006  -1.558  -2.883
C  -2.749  6.501  -0.358
C  0.365  -3.121  3.921
C  -0.697  -2.339  0.005
C  1.143  -2.995  5.072
C  -0.214  5.744  -1.239
C  -2.588  -1.445  -1.263
C  -0.378  6.933  -0.529
C  0.559  -4.205  3.065
C  0.640  -0.667  -3.710
C  3.954  -1.358  -1.682
C  -1.317  4.937  -1.514
C  3.678  -2.020  -0.205
C  1.523  -5.167  3.364
C  2.109  -3.955  5.370
C  1.835  -0.613  -2.545
C  -0.485  0.485  -3.330
C  -1.646  7.310  -0.086
C  -2.586  5.317  -1.077
C  -1.492  1.798  1.037
C  -2.956  -0.256  -2.330
C  -1.964  -0.233  -3.634
C  -1.084  0.741  2.263
C  2.296  -5.044  4.519
C  -0.140  -1.085  0.939
H  1.672  -6.013  2.698
H  0.795  -1.421  1.573
H  -1.858  -1.273  -4.165
H  0.195  -1.771  -3.628
H  -2.756  0.786  -1.785
H  -3.446  4.690  -1.294
H  -0.043  -4.301  2.164
H  4.688  -2.421  0.229
H  0.775  5.446  -1.578
H  2.717  -3.855  6.266
H  -0.064  1.019  2.780
H  0.217  -0.248  0.201
H  -1.189  4.011  -2.070
H  -1.496  -2.933  0.620
H  -2.148  2.697  1.424
H  2.257  0.478  -2.430
H  -0.343  1.500  -3.896
H  0.241  -3.067  -0.122
H  2.685  -2.559  -2.853
H  -2.107  1.169  0.262
H  0.481  7.564  -0.319
H  -3.737  6.794  -0.011
H  -2.809  -0.998  -0.179
H  3.263  -1.216  0.571
H  -3.296  -2.377  -1.373
H  -0.485  2.156  0.537
H  -0.448  0.594  -2.143
H  -1.775  8.235  0.471
H  0.995  -2.148  5.737
H  3.045  -5.795  4.754
H  1.072  -0.495  -4.792
H  2.833  -2.824  -0.314
H  -2.478  0.487  -4.435
H  -1.919  0.919  3.098
H  -0.389  -2.374  3.690
H  1.421  -1.008  -1.504

Computed properties:
multiplicity: 1
LUMO level: 2.5 eV
HOMO level: -1.8477 eV
net charge: -1

natural (NBO) atomic charge list, values in e, 5 entries:
1. O -0.572
2. O -0.584
3. O -0.610
4. N -0.680
5. C -0.223